{"formula": "C20H29F10N3O7P", "method": "ωB97M-V/def2-TZVPD", "homo_ev": -11.475, "orbital_gap_ha": 0.26518, "charge": 1, "total_energy_ha": -2810.31121, "symbols": ["C", "C", "F", "C", "C", "N", "C", "C", "C", "N", "C", "P", "N", "O", "H", "H", "H", "H", "H", "H", "H", "H", "H", "H", "H", "H", "H", "H", "C", "C", "O", "C", "O", "C", "F", "F", "F", "H", "H", "H", "H", "H", "C", "C", "O", "C", "O", "C", "F", "F", "F", "H", "H", "H", "H", "H", "C", "C", "O", "C", "O", "C", "F", "F", "F", "H", "H", "H", "H", "H"], "coordinates": [[2.923, 0.643, 0.489], [1.680, 0.597, -0.406], [1.837, 1.542, -1.420], [0.346, 0.853, 0.284], [0.251, 1.620, 1.421], [-0.912, 1.851, 2.010], [-2.071, 1.383, 1.525], [-2.051, 0.628, 0.388], [-3.369, 0.129, -0.197], [-3.868, 1.130, -1.177], [-0.822, 0.318, -0.287], [-0.712, -0.712, -1.847], [-1.114, -2.279, -1.238], [-1.999, -0.315, -2.788], [3.729, 1.194, 0.005], [2.758, 1.144, 1.448], [3.245, -0.365, 0.742], [1.666, -0.371, -0.909], [1.124, 2.064, 1.880], [-0.975, 2.427, 2.842], [-3.010, 1.606, 2.017], [-4.137, 0.054, 0.577], [-3.233, -0.847, -0.660], [-3.073, 1.419, -1.743], [-4.052, 1.952, -0.601], [-0.478, -2.969, -1.620], [-1.029, -2.258, -0.226], [-2.404, -1.143, -3.093], [-2.024, 6.860, -2.655], [-3.245, 7.460, -1.992], [-4.277, 6.466, -1.817], [-4.177, 5.697, -0.749], [-3.316, 5.743, 0.083], [-5.370, 4.733, -0.689], [-5.638, 4.187, -1.876], [-6.478, 5.357, -0.280], [-5.133, 3.730, 0.172], [-2.297, 6.383, -3.596], [-1.283, 7.633, -2.854], [-1.568, 6.098, -2.023], [-3.678, 8.230, -2.625], [-2.999, 7.922, -1.037], [6.814, -2.057, -3.276], [6.696, -3.091, -2.178], [6.950, -2.502, -0.885], [5.933, -1.893, -0.307], [4.824, -1.784, -0.751], [6.356, -1.366, 1.072], [7.555, -0.782, 1.040], [6.419, -2.363, 1.963], [5.480, -0.465, 1.533], [7.787, -1.565, -3.233], [6.699, -2.525, -4.252], [6.053, -1.283, -3.171], [7.449, -3.865, -2.306], [5.721, -3.579, -2.187], [-2.135, -6.828, 2.591], [-1.752, -5.996, 3.795], [-0.849, -4.931, 3.420], [-1.406, -3.835, 2.941], [-2.575, -3.634, 2.785], [-0.320, -2.793, 2.640], [0.738, -3.321, 2.020], [0.121, -2.212, 3.760], [-0.796, -1.813, 1.845], [-1.244, -7.205, 2.088], [-2.751, -7.673, 2.895], [-2.694, -6.237, 1.866], [-1.212, -6.604, 4.518], [-2.628, -5.590, 4.299]], "nbo_charge": [-0.647, 0.177, -0.351, -0.063, 0.091, -0.406, 0.062, -0.021, -0.261, -0.769, -0.217, 1.237, -1.150, -0.987, 0.255, 0.189, 0.251, 0.200, 0.245, 0.447, 0.248, 0.214, 0.221, 0.358, 0.348, 0.404, 0.397, 0.514, -0.637, -0.081, -0.464, 0.695, -0.559, 0.899, -0.298, -0.298, -0.325, 0.220, 0.231, 0.214, 0.206, 0.203, -0.638, -0.080, -0.464, 0.700, -0.568, 0.899, -0.299, -0.304, -0.315, 0.222, 0.229, 0.219, 0.205, 0.198, -0.639, -0.081, -0.467, 0.688, -0.537, 0.899, -0.301, -0.302, -0.337, 0.219, 0.234, 0.220, 0.207, 0.205]}

{"formula": "C20H29FN4O6PS", "method": "ωB97M-V/def2-TZVPD", "homo_ev": -10.849, "orbital_gap_ha": 0.25640, "charge": 1, "total_energy_ha": -2289.13779, "symbols": ["C", "C", "O", "O", "C", "C", "C", "C", "C", "N", "C", "O", "O", "C", "N", "C", "C", "C", "C", "C", "N", "N", "P", "O", "O", "S", "H", "H", "H", "H", "H", "H", "H", "H", "H", "H", "H", "H", "H", "H", "H", "H", "H", "H", "H", "H", "H", "H", "H", "H", "F", "C", "C", "C", "C", "C", "C", "H", "H", "H", "H", "H"], "coordinates": [[7.950, -1.265, 1.298], [6.681, -1.806, 1.869], [6.610, -2.332, 2.929], [5.610, -1.657, 1.055], [4.383, -1.348, 1.735], [3.683, -0.253, 0.963], [2.279, 0.054, 1.489], [1.354, -1.144, 1.326], [-0.110, -0.867, 1.643], [-0.653, 0.288, 0.859], [-0.624, 0.008, -0.576], [0.467, 0.756, -1.072], [0.214, 0.800, -2.481], [-1.865, 0.743, 1.292], [-3.035, 0.352, 0.700], [-3.464, -1.012, 1.069], [-4.307, -1.160, 2.161], [-4.687, -2.457, 2.498], [-4.183, -3.489, 1.713], [-3.361, -3.221, 0.628], [-3.001, -1.973, 0.300], [-1.915, 1.633, 2.271], [-0.565, 2.428, 3.035], [0.251, 1.326, 3.812], [-1.336, 3.227, 4.157], [0.392, 3.535, 1.820], [8.542, -0.869, 2.113], [7.770, -0.509, 0.544], [8.511, -2.074, 0.840], [3.804, -2.264, 1.797], [4.587, -1.015, 2.750], [4.314, 0.631, 0.976], [3.598, -0.569, -0.077], [1.909, 0.922, 0.954], [2.386, 0.295, 2.551], [1.439, -1.539, 0.315], [1.646, -1.940, 2.003], [-0.672, -1.773, 1.431], [-0.207, -0.701, 2.711], [-1.521, 0.332, -1.093], [-0.489, -1.051, -0.788], [1.098, 0.935, -2.847], [-3.771, 1.026, 0.879], [-4.655, -0.312, 2.729], [-5.344, -2.649, 3.329], [-4.431, -4.513, 1.945], [-2.976, -4.017, 0.014], [-2.829, 1.913, 2.602], [1.168, 1.387, 3.492], [-1.111, 2.917, 5.047], [-3.846, 2.195, -8.187], [-3.153, 2.109, -7.039], [-2.414, 3.198, -6.620], [-1.704, 3.105, -5.432], [-1.734, 1.932, -4.687], [-2.482, 0.850, -5.132], [-3.202, 0.935, -6.314], [-2.399, 4.098, -7.218], [-1.125, 3.951, -5.088], [-1.178, 1.861, -3.764], [-2.504, -0.067, -4.557], [-3.796, 0.106, -6.676]], "nbo_charge": [-0.724, 0.802, -0.572, -0.528, -0.070, -0.410, -0.408, -0.410, -0.218, -0.462, 0.074, -0.286, -0.451, 0.796, -0.604, 0.324, -0.272, -0.134, -0.234, 0.057, -0.424, -0.857, 1.919, -0.991, -0.978, -0.482, 0.246, 0.230, 0.250, 0.179, 0.193, 0.219, 0.210, 0.243, 0.164, 0.215, 0.228, 0.212, 0.223, 0.218, 0.190, 0.487, 0.398, 0.224, 0.242, 0.241, 0.219, 0.441, 0.544, 0.532, -0.319, 0.405, -0.282, -0.190, -0.251, -0.196, -0.286, 0.234, 0.216, 0.224, 0.210, 0.231]}

{"formula": "C20H29FN8S3Sc", "method": "ωB97M-V/def2-TZVPD", "homo_ev": -10.738, "orbital_gap_ha": 0.28381, "de_lowest_kcal_mol": 4.7, "charge": 1, "total_energy_ha": -3272.79698, "symbols": ["Sc", "C", "C", "N", "C", "S", "N", "N", "C", "C", "C", "C", "C", "C", "C", "N", "H", "H", "H", "H", "H", "H", "H", "H", "H", "H", "H", "H", "H", "F", "C", "N", "C", "S", "N", "C", "H", "H", "H", "H", "H", "H", "H", "H", "N", "C", "S", "N", "C", "C", "C", "C", "C", "C", "H", "H", "H", "H", "H", "H", "H", "H"], "coordinates": [[-0.250, 0.268, -0.113], [5.170, 0.587, -3.115], [4.639, -0.815, -2.852], [3.186, -0.895, -2.911], [2.358, -0.474, -1.940], [0.653, -0.556, -2.316], [2.918, -0.059, -0.821], [2.033, 0.332, 0.141], [2.525, 0.851, 1.211], [3.979, 1.109, 1.445], [1.551, 1.269, 2.242], [1.935, 1.837, 3.449], [0.957, 2.231, 4.350], [-0.378, 2.055, 4.027], [-0.683, 1.483, 2.804], [0.254, 1.097, 1.943], [6.259, 0.597, -3.069], [4.784, 1.284, -2.372], [4.870, 0.935, -4.104], [4.961, -1.169, -1.873], [5.023, -1.518, -3.592], [2.750, -1.147, -3.781], [4.549, 0.881, 0.551], [4.352, 0.494, 2.268], [4.137, 2.156, 1.707], [2.980, 1.975, 3.683], [1.239, 2.679, 5.294], [-1.168, 2.359, 4.698], [-1.711, 1.329, 2.496], [-0.771, 2.026, -0.525], [-3.271, -1.279, -4.158], [-3.347, -1.156, -2.703], [-2.917, -0.166, -1.922], [-2.734, -0.539, -0.225], [-2.632, 1.050, -2.358], [-2.819, 1.634, -3.682], [-3.363, -2.335, -4.396], [-2.307, -0.936, -4.526], [-4.074, -0.748, -4.662], [-3.524, -2.003, -2.190], [-2.215, 1.654, -1.656], [-3.797, 1.384, -4.084], [-2.039, 1.332, -4.378], [-2.770, 2.713, -3.565], [1.559, -2.016, 3.096], [1.293, -2.318, 1.824], [-0.288, -2.105, 1.194], [2.266, -2.818, 1.068], [3.597, -3.091, 1.526], [4.652, -2.315, 1.068], [5.937, -2.585, 1.516], [6.160, -3.613, 2.423], [5.098, -4.384, 2.876], [3.812, -4.131, 2.422], [0.802, -1.707, 3.680], [2.460, -2.212, 3.505], [2.033, -2.966, 0.097], [4.446, -1.514, 0.368], [6.766, -1.989, 1.158], [7.163, -3.818, 2.771], [5.270, -5.193, 3.572], [2.978, -4.741, 2.749]], "nbo_charge": [1.424, -0.619, -0.215, -0.576, 0.343, -0.329, -0.478, -0.315, 0.257, -0.694, 0.178, -0.230, -0.132, -0.244, 0.092, -0.503, 0.219, 0.218, 0.213, 0.203, 0.209, 0.412, 0.263, 0.236, 0.240, 0.236, 0.236, 0.242, 0.224, -0.689, -0.421, -0.575, 0.398, -0.270, -0.569, -0.421, 0.229, 0.214, 0.209, 0.427, 0.457, 0.211, 0.212, 0.232, -0.781, 0.375, -0.261, -0.601, 0.164, -0.257, -0.201, -0.181, -0.199, -0.253, 0.428, 0.416, 0.437, 0.247, 0.226, 0.228, 0.230, 0.232]}

{"formula": "C20H29KO11S2", "method": "ωB97M-V/def2-TZVPD", "homo_ev": -4.227, "orbital_gap_ha": 0.06699, "de_lowest_kcal_mol": 5.3, "total_energy_ha": -3003.08221, "symbols": ["K", "C", "C", "O", "H", "H", "H", "H", "H", "O", "S", "O", "O", "C", "C", "C", "H", "H", "H", "H", "H", "H", "H", "H", "O", "S", "O", "O", "C", "C", "C", "H", "H", "H", "H", "H", "H", "H", "H", "C", "C", "C", "O", "C", "C", "C", "O", "H", "H", "H", "H", "C", "C", "C", "O", "C", "C", "C", "O", "H", "H", "H", "H"], "coordinates": [[27.208, 4.866, -16.571], [24.449, -2.212, -13.041], [24.234, -0.752, -13.455], [25.186, 0.174, -13.057], [24.545, -2.285, -11.958], [25.303, -2.686, -13.525], [23.661, -2.898, -13.351], [23.219, -0.588, -13.093], [24.183, -0.624, -14.536], [28.169, -3.231, -20.271], [27.607, -2.328, -19.288], [27.403, -0.892, -19.435], [26.155, -2.958, -18.835], [25.224, -3.166, -19.867], [24.251, -4.195, -19.341], [28.457, -2.703, -17.696], [25.807, -3.537, -20.710], [24.685, -2.235, -20.044], [24.577, -5.225, -19.483], [23.256, -4.211, -19.787], [24.156, -4.037, -18.267], [28.455, -3.787, -17.580], [27.849, -2.316, -16.879], [29.430, -2.227, -17.817], [29.676, 10.813, -19.257], [28.322, 11.156, -19.574], [27.325, 10.133, -19.676], [27.827, 12.254, -18.373], [28.659, 13.305, -17.967], [28.473, 13.742, -16.560], [28.255, 12.321, -21.024], [28.338, 14.099, -18.641], [29.678, 12.995, -18.200], [27.451, 14.047, -16.333], [29.132, 14.550, -16.242], [28.580, 12.874, -15.909], [29.061, 12.009, -21.690], [28.585, 13.294, -20.661], [27.442, 12.167, -21.734], [36.357, 5.031, -17.207], [37.664, 4.886, -17.510], [38.482, 3.649, -17.406], [39.602, 3.459, -17.905], [37.780, 2.614, -16.665], [36.481, 2.727, -16.278], [35.620, 3.861, -16.669], [34.376, 3.745, -16.621], [35.858, 5.911, -17.586], [38.062, 5.758, -18.007], [38.340, 1.755, -16.327], [36.089, 2.093, -15.496], [17.204, 5.472, -17.905], [18.410, 5.600, -17.292], [19.432, 6.609, -17.651], [20.598, 6.716, -17.153], [18.993, 7.533, -18.544], [17.681, 7.553, -19.056], [16.732, 6.457, -18.932], [15.641, 6.419, -19.501], [16.460, 4.770, -17.560], [18.598, 4.809, -16.581], [19.619, 8.409, -18.633], [17.370, 8.387, -19.669]], "nbo_charge": [0.915, -0.633, -0.049, -0.938, 0.191, 0.172, 0.171, 0.078, 0.095, -0.918, 2.307, -0.915, -0.709, -0.089, -0.632, -0.837, 0.197, 0.183, 0.210, 0.217, 0.231, 0.252, 0.264, 0.239, -0.922, 2.328, -0.900, -0.720, -0.075, -0.633, -0.871, 0.163, 0.195, 0.219, 0.231, 0.217, 0.249, 0.251, 0.268, -0.234, -0.218, 0.463, -0.469, -0.235, -0.216, 0.469, -0.494, 0.235, 0.228, 0.235, 0.236, -0.221, -0.231, 0.428, -0.487, -0.231, -0.184, 0.455, -0.465, 0.233, 0.238, 0.236, 0.229]}

{"formula": "C20H29N2O5P2PtS4", "method": "ωB97M-V/def2-TZVPD", "homo_ev": [-3.442, -4.854], "orbital_gap_ha": [0.21269, 0.23884], "de_lowest_kcal_mol": 0.0, "spin_multiplicity": 3, "charge": -1, "total_energy_ha": -3660.19761, "symbols": ["Pt", "C", "P", "C", "C", "C", "C", "C", "C", "C", "P", "C", "C", "H", "H", "H", "H", "H", "H", "H", "H", "H", "H", "H", "H", "H", "H", "H", "H", "O", "C", "O", "C", "C", "C", "C", "S", "C", "C", "H", "H", "H", "H", "H", "O", "S", "O", "O", "S", "C", "N", "C", "S", "N", "C", "H", "H", "H", "H", "H", "H", "H", "H"], "coordinates": [[-0.108, -0.173, -0.253], [-0.759, -1.051, -3.685], [-0.285, -1.606, -2.016], [-1.370, -3.028, -1.712], [1.362, -2.376, -2.261], [1.537, -3.420, -3.167], [2.768, -4.037, -3.308], [3.843, -3.614, -2.537], [3.681, -2.571, -1.641], [2.446, -1.941, -1.494], [2.227, -0.510, -0.368], [3.229, -0.877, 1.096], [3.216, 0.764, -1.219], [-0.756, -1.868, -4.409], [-0.075, -0.267, -4.010], [-1.763, -0.628, -3.618], [-1.359, -3.740, -2.539], [-2.376, -2.636, -1.557], [-1.059, -3.494, -0.776], [0.698, -3.765, -3.760], [2.889, -4.853, -4.010], [4.807, -4.099, -2.635], [4.524, -2.247, -1.043], [4.284, -1.002, 0.846], [2.813, -1.761, 1.579], [3.109, -0.038, 1.783], [4.231, 0.413, -1.416], [3.252, 1.647, -0.579], [2.724, 1.045, -2.149], [2.117, 5.337, 4.481], [2.345, 5.666, 3.183], [3.068, 6.594, 2.934], [1.721, 4.788, 2.159], [2.269, 4.779, 0.878], [1.750, 3.954, -0.101], [0.648, 3.128, 0.157], [-0.023, 2.120, -1.110], [0.072, 3.181, 1.431], [0.611, 3.983, 2.418], [1.647, 4.495, 4.521], [3.118, 5.420, 0.676], [2.193, 3.934, -1.089], [-0.801, 2.577, 1.636], [0.120, 3.996, 3.386], [0.892, -2.677, 1.984], [-0.377, -2.044, 2.334], [-0.815, -2.272, 3.700], [-1.412, -2.321, 1.328], [-0.102, 0.038, 2.198], [-6.273, 0.433, -0.538], [-5.434, -0.006, 0.555], [-4.088, -0.130, 0.455], [-3.278, 0.111, -1.007], [-3.431, -0.467, 1.557], [-4.022, -0.865, 2.812], [-7.307, 0.426, -0.195], [-6.173, -0.237, -1.391], [-6.006, 1.437, -0.870], [-5.848, -0.077, 1.467], [-2.435, -0.635, 1.465], [-4.712, -1.706, 2.685], [-4.549, -0.037, 3.299], [-3.212, -1.189, 3.461]], "mulliken_spin": [0.948, 0.004, 0.192, 0.004, -0.001, -0.006, 0.002, 0.000, -0.014, 0.045, 0.187, 0.030, 0.026, 0.001, -0.001, 0.002, 0.007, -0.005, -0.002, 0.003, 0.000, -0.001, 0.004, 0.009, -0.005, -0.001, 0.004, -0.002, -0.001, 0.001, -0.002, 0.007, 0.039, -0.015, 0.019, -0.031, 0.308, 0.046, -0.021, 0.000, -0.001, -0.003, 0.005, 0.000, 0.008, -0.015, 0.018, 0.019, 0.103, 0.006, 0.011, -0.020, 0.074, 0.006, 0.000, 0.000, -0.002, -0.002, -0.001, 0.014, 0.000, 0.000, 0.001]}

{"formula": "C20H29N3O2", "method": "ωB97M-V/def2-TZVPD", "homo_ev": -8.259, "orbital_gap_ha": 0.32341, "de_lowest_kcal_mol": 421.6, "total_energy_ha": -1093.66383, "symbols": ["C", "C", "C", "C", "C", "C", "C", "H", "H", "H", "N", "C", "O", "C", "C", "H", "H", "C", "N", "C", "O", "N", "H", "C", "C", "C", "C", "C", "C", "H", "H", "H", "H", "H", "H", "H", "H", "H", "H", "H", "C", "H", "C", "H", "H", "H", "H", "H", "H", "H", "H", "H", "H", "H"], "coordinates": [[-2.683, -2.735, -2.175], [-1.693, -2.731, -1.056], [-0.475, -1.961, -1.099], [0.251, -2.069, 0.021], [-0.167, -2.882, 1.050], [-1.458, -3.462, 1.272], [-2.315, -3.513, 0.276], [-3.191, -3.890, 0.017], [-1.759, -3.868, 2.024], [0.487, -2.745, 2.058], [1.336, -1.122, -0.046], [2.294, -1.096, 0.733], [2.433, -1.887, 1.823], [3.591, -0.211, 0.442], [3.442, 1.008, 1.046], [3.417, 0.802, 2.372], [4.331, 1.504, 0.965], [2.087, 1.653, 0.912], [1.917, 1.630, -0.634], [0.519, 1.637, -0.990], [0.287, 1.249, -2.352], [-0.541, 2.152, -0.130], [-0.227, 2.397, 0.727], [-1.871, 2.191, -0.531], [-2.503, 3.471, -0.230], [-2.615, 3.041, 1.491], [-3.440, 1.522, 1.711], [-2.679, 0.714, 1.007], [-2.639, 0.793, -0.340], [-3.511, 0.861, -0.844], [-2.007, 0.125, -0.979], [-3.298, -0.405, 1.054], [-1.701, 0.459, 1.515], [-3.580, 1.383, 2.760], [-4.486, 1.727, 1.290], [-3.213, 4.045, 1.990], [-1.705, 2.971, 1.837], [-3.477, 3.474, -0.187], [-1.936, 4.259, -0.105], [-1.899, 2.455, -1.690], [3.018, 1.219, -1.291], [3.473, 2.231, -1.146], [3.603, -0.034, -1.062], [3.310, -0.978, -1.664], [4.650, 0.217, -1.403], [2.699, 1.184, -2.480], [2.257, 2.666, 1.134], [1.470, 1.092, 1.473], [4.494, -0.729, 0.650], [1.343, -0.747, -0.884], [-0.301, -1.473, -2.013], [-2.396, -1.942, -3.033], [-3.579, -2.482, -2.077], [-2.629, -3.796, -2.643]], "nbo_charge": [-0.635, 0.076, -0.307, 0.130, -0.236, -0.181, -0.177, 0.202, 0.184, 0.271, -0.579, 0.675, -0.693, -0.305, -0.369, 0.208, 0.220, -0.255, -0.460, 0.792, -0.756, -0.639, 0.390, -0.071, -0.383, -0.384, -0.384, -0.412, -0.402, 0.208, 0.246, 0.178, 0.222, 0.225, 0.196, 0.191, 0.134, 0.220, 0.212, 0.233, -0.285, 0.236, -0.429, 0.231, 0.235, 0.271, 0.215, 0.215, 0.248, 0.413, 0.246, 0.202, 0.198, 0.218]}

The maximum force results, record by record, are as follows: 0.041 0.051 0.007 0.135 0.014 0.258 hartree/bohr.